Record 1
Entry from OMol25: 9 unconnected molecules or ions with the total composition C33H92N10O9 (ωB97M-V/def2-TZVPD).

```
144
Properties=species:S:1:pos:R:3:forces:R:3:lowdin_charge:R:1
O -0.589 0.450 -0.380 -0.480 -1.157 3.073 -0.1858
O -2.420 0.845 -6.172 0.842 -1.761 0.970 -0.2048
O 2.572 -0.088 -4.519 0.610 0.131 0.854 -0.1725
O 0.943 -2.743 -2.968 1.479 2.732 -2.617 0.0272
O -5.799 -0.918 1.472 -0.466 1.605 0.536 -0.1929
O 3.774 3.405 5.164 1.091 -0.768 -0.148 -0.2329
O -3.394 5.905 -1.988 -0.840 0.847 -0.586 -0.1824
O 6.109 -2.030 3.581 1.664 -0.130 0.018 -0.1790
O -0.478 -4.252 4.398 0.935 0.372 1.485 -0.2538
N 7.888 -3.109 6.709 -0.905 0.300 -0.213 0.0230
N -6.874 4.727 -1.194 -0.235 0.640 0.631 0.0079
N -2.811 -2.485 -7.825 2.409 -1.230 -1.376 0.0178
N 0.662 -4.898 -2.604 1.364 -7.292 -3.570 0.1366
N -1.766 -1.418 3.948 -0.118 0.679 0.216 0.0383
N 0.637 0.561 2.448 -0.035 -0.283 0.577 0.0455
N -5.868 -0.385 -1.197 -1.287 -0.547 0.722 0.0422
N 5.586 -1.391 -3.028 0.837 -1.746 0.868 0.0256
N 0.121 -3.545 -1.161 -3.088 3.326 7.991 0.1572
N 1.586 3.164 3.362 -0.119 0.299 1.752 0.0185
C 4.642 -0.389 -3.461 3.240 1.720 0.651 -0.4490
C 0.473 -5.079 5.085 -0.775 -0.268 -0.969 -0.1430
C 0.679 -3.681 -2.275 -0.105 1.334 -1.510 -0.9705
C -4.907 1.777 -0.978 1.802 0.620 0.103 -0.0621
C -1.571 1.407 -5.095 -0.758 -0.488 -1.813 -0.0631
C -5.047 0.434 -0.362 0.589 -0.613 1.301 -0.4722
C 6.269 -2.234 4.963 0.505 -1.465 0.398 -0.2215
C 4.909 -1.409 3.296 -1.220 0.303 -0.146 -0.1536
C -4.654 5.754 -1.265 1.234 -1.029 -1.537 -0.1520
C -2.891 4.724 -2.580 0.167 -1.167 0.857 -0.1299
C 5.414 0.605 -4.371 -1.713 0.643 -1.397 -0.0624
C -2.671 -3.471 3.157 -0.550 -0.843 -1.298 -0.1060
C 3.795 4.181 3.965 -1.197 0.155 1.143 -0.1866
C -1.302 -3.519 5.314 -1.025 -0.512 -1.977 -0.1828
C 7.617 -2.948 5.284 -0.212 0.070 -1.944 -0.4406
C -6.498 5.715 -3.311 2.081 -0.250 0.987 -0.0342
C -5.489 0.431 1.143 0.724 0.087 -2.720 -0.1963
C 2.894 3.519 2.912 0.148 0.564 -2.594 -0.4368
C -0.982 0.908 -1.588 0.169 1.996 -1.180 -0.1599
C -6.234 -0.878 2.821 -0.405 -1.658 -0.397 -0.1120
C -2.030 -0.533 -6.584 -0.596 2.110 0.100 -0.1506
C 2.570 4.434 1.709 2.161 0.528 0.502 -0.0670
C 3.527 -1.046 -4.100 -1.398 -0.658 -1.938 -0.2496
C 0.809 0.491 -0.093 -0.223 -2.091 0.091 -0.1475
C -3.106 -1.152 -7.489 -2.005 0.190 0.709 -0.4956
C 5.087 3.182 5.731 -1.730 0.038 -0.721 -0.0913
C -4.494 -1.277 -6.935 -0.745 1.799 0.877 -0.0788
C -5.744 5.060 -2.078 -2.188 -1.276 -0.384 -0.4269
C -2.309 -2.700 4.388 1.419 -0.309 0.837 -0.4080
C 1.390 -0.673 -4.988 0.012 -0.273 0.045 -0.1386
C 1.140 -0.182 1.301 -0.948 0.468 -0.490 -0.3891
C 7.739 -4.341 4.637 0.252 -0.137 -0.232 -0.0719
C 0.758 -1.656 1.386 0.262 -0.364 -0.778 -0.0963
H -0.417 0.508 -2.430 0.423 -0.030 -0.038 0.0667
H -4.816 -0.278 -6.642 -0.227 -0.044 0.565 0.0718
H 4.222 0.147 -2.610 0.269 0.087 0.345 0.1365
H -4.376 5.128 -0.417 -0.471 -0.245 0.314 0.1159
H 5.511 0.165 -5.364 0.270 -0.491 -0.085 0.0706
H -7.192 -0.365 2.910 0.319 0.923 0.168 0.0860
H -5.034 6.699 -0.878 0.474 0.328 -0.302 0.1233
H 3.289 5.069 4.343 -0.255 0.689 -0.738 0.1240
H 1.173 -0.084 -5.879 -0.861 -0.231 0.074 0.0836
H 4.124 -2.162 3.229 -0.400 0.065 0.229 0.0851
H -4.915 1.686 -2.064 -0.742 0.169 -0.039 0.0847
H -5.390 -0.549 3.428 -0.424 0.240 0.456 0.0918
H 8.707 -4.753 4.921 -0.007 -0.208 0.438 0.0630
H 0.969 -4.643 5.952 0.138 0.570 -0.208 0.0733
H -2.164 2.246 -4.732 0.474 0.275 -0.170 0.0759
H 0.020 -2.598 -0.826 0.101 -0.054 -0.269 0.0769
H -6.730 6.737 -3.012 -0.395 0.057 -0.295 0.0691
H 1.393 -2.238 0.718 0.367 0.103 -0.032 0.0502
H -0.028 -5.971 5.460 -0.187 -0.249 0.064 0.0732
H 4.882 -0.864 2.352 0.647 -0.233 -0.208 0.0817
H 7.632 -2.198 7.064 0.307 0.143 0.843 0.0581
H 8.389 -2.281 4.901 0.152 -0.021 -0.637 0.1249
H -2.598 4.020 -1.801 0.272 -0.078 0.468 0.0668
H 3.875 -1.497 -5.030 0.325 -0.560 -0.263 0.1284
H 0.944 -2.075 2.375 -0.326 0.185 0.096 0.0742
H -5.906 -1.181 -0.577 -0.701 -1.058 -0.750 0.0591
H 5.716 2.645 5.021 0.123 -0.142 0.055 0.0799
H 5.692 -2.193 -3.633 -1.034 -0.254 -0.350 0.0643
H 2.228 -0.213 1.367 0.174 0.490 0.002 0.1201
H 3.249 2.589 2.468 1.072 -0.012 0.345 0.1346
H -0.706 -2.912 5.996 0.035 0.289 -0.059 0.1071
H -3.559 4.089 -3.162 -0.576 0.646 -0.383 0.0697
H -0.356 0.714 2.544 -0.205 -0.471 -0.611 0.0639
H 1.057 4.024 3.349 -0.530 0.009 0.335 0.0808
H 0.040 -4.183 -0.382 0.118 -0.661 -0.465 0.0565
H 1.166 -5.392 4.304 0.266 0.055 0.305 0.0677
H 2.111 3.875 0.894 -0.285 0.329 0.237 0.0751
H 1.763 2.927 4.328 -0.826 -0.448 0.594 0.0813
H 6.383 1.054 -4.153 -0.006 -0.549 0.932 0.0663
H -1.318 0.788 -4.234 -0.473 -0.640 -0.311 0.0438
H -7.242 5.605 -0.858 -0.460 0.191 0.281 0.0633
H -1.993 4.861 -3.182 -0.159 0.793 0.088 0.0897
H 1.319 1.454 -0.090 -0.529 0.511 -0.308 0.1089
H 6.158 -1.285 5.488 0.161 0.204 0.256 0.1105
H -5.362 -0.637 -2.034 0.100 -0.128 -0.039 0.0706
H -4.465 -1.952 -6.079 -0.237 0.108 0.174 0.0795
H -0.859 1.986 -1.475 0.230 0.670 -1.104 0.0877
H -2.939 -3.181 -7.104 -0.138 0.275 0.434 0.0744
H -5.506 4.029 -2.340 0.980 0.309 -0.526 0.0942
H -1.858 -4.263 5.883 -0.272 0.002 0.393 0.1085
H 4.678 -0.664 4.058 -0.312 0.046 0.237 0.0757
H 4.836 2.568 6.595 0.707 0.241 0.197 0.0866
H 2.067 5.334 2.061 -0.814 -0.243 -0.127 0.0760
H 0.559 -5.642 -1.929 -0.167 0.163 0.054 0.0469
H 6.569 -1.162 -2.980 -0.161 1.194 0.376 0.0604
H 6.944 -5.013 4.960 0.032 0.079 0.390 0.0758
H -5.846 5.730 -4.184 -0.007 0.221 -0.049 0.0657
H 3.502 4.884 1.366 0.261 -0.242 -0.549 0.0698
H -1.175 -1.427 3.129 -0.037 -0.582 -0.080 0.0282
H -0.229 -1.906 0.997 -0.434 0.351 0.609 0.0604
H -3.250 -2.798 2.525 0.147 0.023 -0.284 0.0711
H 0.955 -5.210 -3.519 0.187 0.297 0.203 0.1060
H -4.587 0.765 1.655 -0.067 0.058 0.540 0.1279
H 8.894 -3.193 6.740 0.134 0.019 0.556 0.0667
H -4.123 -0.121 -0.201 0.951 0.506 -0.616 0.1281
H 1.489 -1.737 -5.205 0.386 -0.048 -0.513 0.0765
H -1.222 -0.945 4.655 -0.043 -0.051 0.209 0.0595
H 1.051 1.449 2.697 0.402 0.032 -0.477 0.0011
H -1.814 -2.382 -7.954 0.637 -1.384 -0.567 0.0636
H -6.548 4.240 -0.371 0.037 -0.115 0.202 0.0442
H -6.550 -1.889 3.078 0.577 -0.285 0.182 0.0849
H -3.178 -0.624 -8.440 0.287 0.529 0.097 0.1409
H -5.262 -1.604 -7.636 0.459 -0.336 -0.274 0.0783
H -6.264 1.190 1.248 -0.712 -0.419 0.559 0.1202
H -5.575 2.529 -0.557 -0.187 -0.178 -0.407 0.0572
H 5.517 4.164 5.931 0.291 -0.139 0.516 0.0802
H -1.726 -1.106 -5.708 -0.526 -0.317 0.150 0.1219
H -1.836 -3.909 2.610 0.386 0.800 -0.033 0.0614
H 7.769 -4.467 3.555 -0.289 0.904 -0.173 0.0723
H -7.368 5.098 -3.535 0.032 0.267 0.206 0.0736
H -3.275 -4.376 3.216 -0.391 0.082 0.983 0.0730
H -1.145 -0.489 -7.220 0.419 0.273 -0.048 0.1098
H 5.510 -2.927 5.324 -0.537 0.063 0.174 0.1235
H -0.634 1.632 -5.604 0.119 0.688 0.429 0.0802
H 1.139 -0.143 -0.916 1.329 0.039 0.006 0.1134
H -2.032 0.815 -1.865 -0.251 -0.765 0.745 0.0767
H 0.661 -0.738 -4.180 -0.464 0.636 -0.240 0.0555
H -3.230 -2.493 4.932 0.037 -0.010 0.376 0.1177
H 4.768 1.448 -4.619 -0.184 0.305 0.246 0.0630
H -3.879 2.106 -0.828 0.109 0.472 0.430 0.0651
H 3.095 -1.846 -3.498 -0.117 0.180 0.319 0.1175
H 4.805 4.511 3.724 0.070 -0.502 -0.614 0.1203
```
Forces are in eV/Å.

Computed properties:
Frontier orbital gap (spin up / spin down) in Eh: 0.0562 / 0.3099
LUMO level (spin up / spin down) in eV: 2.10 / 2.02
Net charge: -1
E in eV: -69031.524
Spin multiplicity: 2

=====

Record 2
Entry from OMol25: 2 unconnected molecules or ions with the total composition C11H11N (ωB97M-V/def2-TZVPD).

```
23
Properties=species:S:1:pos:R:3:forces:R:3:lowdin_charge:R:1
N -0.287 1.637 -3.191 -0.781 -1.041 -0.109 0.0589
C 1.489 -1.736 1.141 2.151 3.045 -6.272 -0.1231
C -0.835 0.457 -3.562 0.595 -0.505 1.201 -0.1117
C -1.733 -0.251 -2.747 2.283 2.630 -0.811 -0.0659
C 1.048 -1.036 3.396 1.610 -4.215 2.538 -0.1332
C -1.516 1.272 -1.114 2.838 3.750 1.128 -0.0928
C -2.103 0.142 -1.507 0.287 1.756 -0.507 -0.0897
C 1.148 -0.396 0.673 1.742 -1.603 -1.851 -0.0909
C 1.582 -1.874 2.438 -0.960 -5.476 2.144 -0.1728
C -0.640 1.994 -1.969 -1.215 0.344 0.137 -0.1648
C 0.803 0.189 3.011 -0.725 3.757 1.675 -0.1243
C 0.846 0.499 1.652 -0.413 1.615 -1.256 -0.1293
H -1.523 1.797 -0.156 -1.021 -0.588 0.044 0.1033
H 0.648 1.475 1.233 0.026 0.529 0.713 0.0898
H 1.438 -0.055 -0.463 -1.365 -0.894 3.003 0.1572
H -2.141 -1.116 -2.949 -1.811 -4.424 -2.376 0.0517
H 2.094 -2.355 0.350 -1.687 0.565 1.839 0.1388
H 1.770 -2.963 2.646 0.377 1.178 0.779 0.1222
H -2.996 -0.115 -1.069 -1.474 -1.695 1.389 0.0980
H -0.414 0.010 -4.450 -0.390 0.038 -0.354 0.0995
H 0.747 0.891 3.896 -0.645 -0.057 -1.722 0.1320
H -0.470 3.038 -1.709 0.689 -0.266 0.281 0.1039
H 1.042 -1.507 4.451 -0.110 1.557 -1.612 0.1432
```
Forces are in eV/Å.

Computed properties:
Structure (SMILES): c1ccccc1.c1ccncc1
Frontier orbital gap in Eh: 0.3765
LUMO level in eV: 0.90
E in eV: -13072.086

=====

Energy relative to the best compared isomer or geometry (same formula, charge and spin) across the listed records, respectively: 172.42 365.97 kJ/mol.